[1]
Formula: C2H3F2O2Si
Source: the Open Molecules 2025 dataset
Level of theory: wB97M-V/def2-TZVPD

Summary:
total energy	-717.75108	Ha
Kohn-Sham gap	0.33151	Ha
highest occupied orbital energy	-4.97	eV
LUMO	4.055	eV

```
! wB97M-V def2-TZVPD RIJCOSX def2/J DEFGRID3
* xyz -1 1
C -1.79472 -0.40077 -0.17103
C -0.75803 0.49533 0.14924
O -2.51319 -1.31775 -0.06653
O -1.57091 0.54872 -1.10212
F 3.02359 -0.37491 -0.05552
F -1.24372 1.54348 1.03081
Si 1.33522 -0.07033 0.02169
H 0.99806 -0.97908 1.20996
H 1.52842 1.31012 0.24722
H 0.99529 -0.75482 -1.26372
*
```

natural (NBO) atomic charge list, values in e, 5 entries: 0.70 0.16 -0.59 -0.52 -0.72


[2]
Formula: C2H3F2O4P
Source: the Open Molecules 2025 dataset
Level of theory: wB97M-V/def2-TZVPD

Summary:
total energy	-920.02836	Ha
Kohn-Sham gap (alpha / beta)	0.27456 / 0.27460	Ha
highest occupied orbital energy (alpha / beta)	-0.37 / -0.37	eV
LUMO (alpha / beta)	7.102 / 7.102	eV

```
! wB97M-V def2-TZVPD RIJCOSX def2/J DEFGRID3
* xyz -2 1
C -0.21965 0.31364 0.02186
C 2.73132 0.97240 0.05495
O 4.95347 0.06462 -0.03971
O 3.35372 -1.40794 1.33877
O 3.36246 -1.45294 -1.32541
O 0.40967 1.43944 -0.06804
F 2.90386 1.68798 -1.03923
F 2.94114 1.82971 1.08057
P 3.67199 -0.79491 -0.00817
H -0.81878 0.13558 -0.91663
H -0.93283 0.40361 0.90223
H 0.43990 -0.53394 0.24358
*
```

natural (NBO) atomic charge list, values in e, 5 entries: -0.18 0.68 -1.16 -1.19 -1.18


[3]
Formula: C2H3F2OP
Source: the Open Molecules 2025 dataset
Level of theory: wB97M-V/def2-TZVPD

Summary:
total energy	-694.33942	Ha
Kohn-Sham gap	0.41470	Ha
SMILES	OP(F)F.C#C
highest occupied orbital energy	-10.51	eV
LUMO	0.775	eV

```
! wB97M-V def2-TZVPD RIJCOSX def2/J DEFGRID3
* xyz 0 1
C -1.59171 -0.13689 -0.98551
C -1.83415 0.70404 -0.11055
O 1.49075 0.38575 -0.48363
F 0.66337 -0.28342 1.73885
F 2.44646 -1.54025 0.74027
P 0.96707 -0.93068 0.27043
H -1.26990 -0.99932 -1.51677
H 1.33861 1.23276 -0.04792
H -2.21050 1.56801 0.39481
*
```

natural (NBO) atomic charge list, values in e, 5 entries: -0.24 -0.25 -1.02 -0.59 -0.60


[4]
Formula: C2H3F3N2
Source: the Open Molecules 2025 dataset
Level of theory: wB97M-V/def2-TZVPD

Summary:
total energy	-487.11070	Ha
Kohn-Sham gap	0.40814	Ha
SMILES	N/C=N\C(F)(F)F
highest occupied orbital energy	-10.50	eV
LUMO	0.604	eV

```
! wB97M-V def2-TZVPD RIJCOSX def2/J DEFGRID3
* xyz 0 1
C 0.78949 0.64691 0.13287
C -1.46167 0.04841 0.23645
N 1.53528 -0.42583 -0.45037
N -0.43436 0.96676 0.48443
F -2.51276 0.25551 0.99353
F -1.88802 -0.12237 -1.00057
F -1.03439 -1.31627 0.43753
H 2.54738 -0.16383 -0.49121
H 1.50549 1.33092 0.49154
H 0.95357 -1.22019 -0.83420
*
```

natural (NBO) atomic charge list, values in e, 5 entries: 0.36 1.06 -0.83 -0.58 -0.30


[5]
Formula: C2H3F3N2
Source: the Open Molecules 2025 dataset
Level of theory: wB97M-V/def2-TZVPD

Summary:
total energy	-487.03705	Ha
Kohn-Sham gap	0.43764	Ha
SMILES	FC(F)(F)N1CN1
highest occupied orbital energy	-11.09	eV
LUMO	0.822	eV

```
! wB97M-V def2-TZVPD RIJCOSX def2/J DEFGRID3
* xyz 0 1
C 1.16283 0.38305 0.04817
C -1.27553 0.02743 -0.04491
N 0.98435 -0.99162 0.10934
N -0.03519 -0.00434 -0.65990
F -1.31364 0.42427 1.23273
F -2.08292 0.93318 -0.74213
F -1.89132 -1.10924 -0.16277
H 0.80088 0.82891 1.02892
H 1.99544 0.92477 -0.28684
H 1.65511 -1.41642 -0.52261
*
```

natural (NBO) atomic charge list, values in e, 5 entries: -0.08 1.06 -0.42 -0.35 -0.32


[6]
Formula: C2H3F3Si
Source: the Open Molecules 2025 dataset
Level of theory: wB97M-V/def2-TZVPD

Summary:
total energy	-666.96993	Ha
Kohn-Sham gap	0.40173	Ha
SMILES	F[SiH3].FC#CF
highest occupied orbital energy	-10.25	eV
LUMO	0.683	eV

```
! wB97M-V def2-TZVPD RIJCOSX def2/J DEFGRID3
* xyz 0 1
C 2.03517 0.47982 -0.32577
C 2.12171 1.48453 0.27650
F -1.62698 0.19939 -1.06474
F 2.13422 -0.59352 -0.91278
F 2.18631 2.59127 0.86563
Si -1.73792 -0.93717 0.08771
H -3.06888 -1.49635 -0.07207
H -1.58225 0.05529 1.10069
H -0.46139 -1.78327 0.04483
*
```

natural (NBO) atomic charge list, values in e, 5 entries: 0.26 0.25 -0.67 -0.25 -0.25


[7]
Formula: C2H3F3Si
Source: the Open Molecules 2025 dataset
Level of theory: wB97M-V/def2-TZVPD

Summary:
total energy	-666.95433	Ha
Kohn-Sham gap	0.38847	Ha
SMILES	F[SiH3].FC#CF
highest occupied orbital energy	-10.18	eV
LUMO	0.393	eV

```
! wB97M-V def2-TZVPD RIJCOSX def2/J DEFGRID3
* xyz 0 1
C 0.42907 -1.04513 -1.72506
C -0.44312 -0.23187 -1.94129
F -0.41407 -0.86858 0.96068
F 0.75717 -2.24888 -1.63490
F -0.94600 0.95603 -2.19550
Si 0.02636 0.62639 1.51611
H 1.24940 0.16555 2.16978
H -0.54858 1.41163 2.63956
H -0.11025 1.23485 0.21062
*
```

natural (NBO) atomic charge list, values in e, 5 entries: 0.27 0.26 -0.66 -0.25 -0.27


[8]
Formula: C2H3F3Si
Source: the Open Molecules 2025 dataset
Level of theory: wB97M-V/def2-TZVPD

Summary:
total energy	-666.92124	Ha
Kohn-Sham gap (alpha / beta)	0.21417 / 0.26543	Ha
highest occupied orbital energy (alpha / beta)	-5.12 / -10.95	eV
<S²>	2.005
LUMO (alpha / beta)	0.707 / -3.732	eV

```
! wB97M-V def2-TZVPD RIJCOSX def2/J DEFGRID3
* xyz 0 3
C -2.52915 0.70118 0.24475
C -1.67546 0.37005 1.01326
F 2.73930 -0.04491 0.50132
F 2.46329 -1.28646 -1.52994
F 0.97772 0.72007 -1.06908
Si 1.60789 -0.63186 -0.39531
H -2.97995 1.11601 -0.60796
H 0.58749 -1.08598 -0.09847
H -1.19113 0.14189 1.94142
*
```

natural (NBO) atomic charge list, values in e, 5 entries: -0.18 -0.19 -0.64 -0.64 -0.67


[9]
Formula: C2H3F5N3OP3
Source: the Open Molecules 2025 dataset
Level of theory: wB97M-V/def2-TZVPD

Summary:
total energy	-1840.78951	Ha
Kohn-Sham gap	0.28419	Ha
highest occupied orbital energy	-8.16	eV
LUMO	-0.423	eV

```
! wB97M-V def2-TZVPD RIJCOSX def2/J DEFGRID3
* xyz 0 1
C -1.98741 -0.58073 0.20370
C -2.90796 0.59645 -0.02398
N 2.54016 1.49865 -0.52439
N 3.12306 -0.93489 0.21938
N 0.71586 -0.10613 0.36218
O -0.29095 -0.22424 1.12419
F -1.33591 -1.06277 -0.90947
F -2.59293 -1.57168 0.79278
F -2.16081 1.71298 -0.08481
F -3.62109 0.66181 1.04999
F -3.58358 0.44845 -1.18071
P 3.76632 0.59835 -0.13764
P 0.93277 1.40017 -0.62526
P 1.56488 -1.56107 -0.12506
H 3.64341 -1.56366 0.67834
H 0.40325 1.96058 0.56781
H 1.79093 -1.27228 -1.38704
*
```

natural (NBO) atomic charge list, values in e, 5 entries: 0.69 0.89 -1.34 -1.25 -0.58


[10]
Formula: C2H3F9FeN4O17S7
Source: the Open Molecules 2025 dataset
Level of theory: wB97M-V/def2-TZVPD

Summary:
total energy	-6525.59465	Ha
Kohn-Sham gap (alpha / beta)	0.25326 / 0.21088	Ha
highest occupied orbital energy (alpha / beta)	-7.74 / -7.69	eV
<S²>	8.762
LUMO (alpha / beta)	-0.850 / -1.955	eV

```
! wB97M-V def2-TZVPD RIJCOSX def2/J DEFGRID3
* xyz -1 6
Fe 0.26443 0.35824 -0.58129
C -2.57530 -0.74817 2.98172
F -3.01387 -0.66779 4.17488
F -2.21281 -2.02944 2.68499
F -3.54357 -0.42800 2.13380
S -1.02649 0.42935 2.67485
O -1.37233 1.79830 2.97379
O 0.03452 0.04983 3.59618
O -0.60091 0.27099 1.24979
N -0.11676 -1.26922 -1.34822
S -1.37772 -2.23284 -1.37602
O -1.31193 -3.56074 -0.75906
O -2.24404 -1.97746 -2.51862
F -2.18784 -1.33418 -0.28078
S 0.83616 -2.43675 -2.35574
O 0.13046 -3.25607 -3.35473
O 1.94991 -2.99429 -1.63843
F 1.47935 -1.31032 -3.32940
N 1.26466 1.67176 -1.47507
S 1.49399 3.17627 -1.69807
O 1.13417 3.90014 -2.94987
O 2.25723 3.93727 -0.72470
F 0.13630 3.35928 -0.88047
S 2.69461 1.54691 -2.52981
O 3.98591 2.13482 -2.15587
O 2.42369 1.30716 -3.94075
F 3.09919 0.08939 -2.02611
N 2.20099 -1.51628 2.79072
S 1.52586 -2.69293 2.10651
O 2.26723 -3.96075 1.89555
O 0.41593 -2.43525 1.24484
F 0.60104 -3.05683 3.45201
S 2.82985 -1.14968 1.27624
O 1.84359 -0.44649 0.42812
O 3.80957 -2.00768 0.64546
F 3.75986 0.08799 1.69478
C -3.15781 3.02909 -0.00064
N -2.71608 1.82939 -0.74536
O -3.54473 1.09686 -1.22052
O -1.54305 1.49818 -0.75530
H -2.82828 3.95062 -0.48053
H -2.82122 2.99162 1.03541
H -4.24393 2.99759 0.08562
*
```

natural (NBO) atomic charge list, values in e, 5 entries: 1.91 0.79 -0.28 -0.31 -0.32


[11]
Formula: C2H3FKO
Source: the Open Molecules 2025 dataset
Level of theory: wB97M-V/def2-TZVPD

Summary:
total energy	-852.76651	Ha
Kohn-Sham gap (alpha / beta)	0.17909 / 0.10916	Ha
highest occupied orbital energy (alpha / beta)	-6.26 / -6.03	eV
<S²>	0.764
LUMO (alpha / beta)	-1.382 / -3.061	eV

```
! wB97M-V def2-TZVPD RIJCOSX def2/J DEFGRID3
* xyz 0 2
C 0.18866 0.12267 -0.02418
C 1.45664 -0.68638 -0.01596
O 2.55635 -0.08290 0.42000
F 0.41743 1.37351 0.14122
H 1.48034 -0.80715 -1.13913
H 1.23010 -1.68689 0.40006
H -4.56945 -1.72318 0.47528
K -2.77514 -0.73100 -0.40802
*
```

natural (NBO) atomic charge list, values in e, 5 entries: 0.42 -0.31 -0.30 -0.28 0.26


[12]
Formula: C2H3FLiMgO
Source: the Open Molecules 2025 dataset
Level of theory: wB97M-V/def2-TZVPD

Summary:
total energy	-460.32275	Ha
Kohn-Sham gap (alpha / beta)	0.31471 / 0.21330	Ha
highest occupied orbital energy (alpha / beta)	-13.68 / -11.17	eV
LUMO (alpha / beta)	-5.116 / -5.366	eV

```
! wB97M-V def2-TZVPD RIJCOSX def2/J DEFGRID3
* xyz 1 1
H -0.13322 -2.52795 -0.47865
C -1.09430 -0.48009 0.05478
C -0.18196 0.65853 -0.17792
O 1.09431 0.31454 0.27242
Li 0.74321 -1.54097 0.84769
Mg 2.71342 1.19005 0.20797
F -2.33748 -0.06445 0.20077
H -0.58490 1.55866 0.33703
H -0.21908 0.89169 -1.26409
*
```

natural (NBO) atomic charge list, values in e, 5 entries: -0.09 0.44 -0.30 -1.16 0.91